The following is a DFT calculation (ωB97M-V/def2-TZVPD) of a structure of composition C26H41BrF6N4NaOPS2Si.

Atoms and positions in Å:
Na 3.220 -0.324 -0.132
C 2.060 1.342 5.043
C 1.892 -0.065 5.492
N 2.550 -0.558 6.531
N 2.172 -1.861 6.635
C 1.453 -2.277 5.572
S 0.669 -3.678 5.249
N 1.327 -1.089 4.796
N 0.995 -1.025 3.450
H 2.429 1.902 5.920
H 1.056 1.637 4.679
H 2.794 1.407 4.213
H 2.255 -2.334 7.522
H 1.740 -0.521 2.964
H 0.872 -1.962 3.057
C -2.164 -0.847 -0.892
Si -2.985 -2.101 0.274
C -3.758 -3.669 -0.652
C -5.264 -3.642 -0.510
C -3.155 -4.999 -0.135
C -3.385 -3.581 -2.133
C -4.014 -1.119 1.702
C -5.162 -0.314 1.007
C -4.661 -2.148 2.641
C -3.075 -0.128 2.337
H -1.549 -0.117 -0.294
H -2.728 -0.245 -1.603
H -1.442 -1.420 -1.481
H -5.620 -3.710 0.550
H -5.834 -4.443 -1.002
H -5.686 -2.695 -0.903
H -3.518 -5.193 0.897
H -2.074 -5.019 -0.013
H -3.438 -5.887 -0.699
H -3.660 -2.628 -2.572
H -3.801 -4.391 -2.723
H -2.252 -3.692 -2.228
H -5.980 -0.986 0.608
H -4.892 0.311 0.127
H -5.643 0.401 1.697
H -5.384 -2.708 2.073
H -5.061 -1.709 3.518
H -3.951 -2.951 3.013
H -2.792 0.639 1.655
H -2.087 -0.605 2.756
H -3.636 0.378 3.160
Br 4.171 0.117 2.656
O 2.918 1.833 -1.020
S 1.435 2.018 -1.237
C 1.148 2.473 -3.008
C 2.054 1.697 -3.927
C 1.784 0.388 -4.247
C 2.551 -0.236 -5.203
C 3.488 0.440 -6.004
C 3.793 1.770 -5.636
C 3.082 2.397 -4.636
C 0.967 3.624 -0.367
C 1.967 4.747 -0.681
C 1.802 5.770 -1.570
C 2.892 6.642 -1.907
C 4.046 6.555 -1.146
C 4.160 5.537 -0.167
C 3.187 4.581 0.008
H 1.267 3.546 -3.223
H 0.106 2.198 -3.125
H 1.046 -0.297 -3.811
H 2.390 -1.270 -5.478
H 3.968 0.015 -6.896
H 4.527 2.389 -6.195
H 3.294 3.469 -4.445
H 1.039 3.468 0.703
H -0.092 3.848 -0.583
H 0.833 6.061 -1.982
H 2.753 7.335 -2.743
H 4.822 7.302 -1.305
H 5.086 5.528 0.397
H 3.327 3.698 0.656
F 1.113 -1.249 -1.238
P 1.619 -2.795 -0.731
F 3.245 -2.322 -0.868
F 1.650 -3.223 -2.303
F 0.007 -3.229 -0.636
F 1.638 -2.034 0.807
F 2.078 -4.166 -0.073

Calculated values
* orbital gap (alpha / beta): 6.052 / 6.735 eV
* E_LUMO (alpha / beta): 1.878 / 1.865 eV
* E_HOMO (alpha / beta): -0.1534 / -0.1790 hartree
* net charge: -1
* 2S+1: 2
* electronic energy: -6072.6079 Eh

=====

The following is a DFT calculation (ωB97M-V/def2-TZVPD) of a cluster of 9 separate species, C26H41Cl16FN2 in total.

Atoms and positions in Å:
C 5.421 1.399 0.205
C 4.526 1.171 -1.112
F 4.900 2.169 -2.121
C 3.002 1.478 -0.736
C 2.579 2.980 -0.573
C 1.102 3.277 -0.255
C 0.002 2.151 -0.076
N -1.340 2.598 0.189
C -2.201 1.471 0.314
C -1.766 -0.020 0.228
N -0.427 -0.446 -0.029
C 0.452 0.677 -0.204
C 1.965 0.354 -0.535
H 6.031 2.356 0.062
H 4.708 1.506 1.093
H 6.083 0.471 0.343
H 4.589 0.102 -1.541
H 3.343 3.815 -0.688
H 0.810 4.388 -0.141
H -3.317 1.686 0.499
H -2.572 -0.821 0.363
H 2.316 -0.740 -0.645
Cl -2.474 -0.371 -2.059
C -2.331 -1.932 -2.907
C -3.657 -2.659 -2.994
Cl -4.218 -3.231 -1.402
H -1.578 -2.530 -2.389
H -1.962 -1.714 -3.911
H -3.553 -3.542 -3.629
H -4.436 -2.024 -3.420
Cl 4.282 0.999 4.134
C 5.202 -0.456 4.590
C 6.246 -0.820 3.553
Cl 5.513 -1.389 2.033
H 4.492 -1.270 4.748
H 5.687 -0.237 5.543
H 6.872 -1.633 3.927
H 6.894 0.028 3.320
Cl -4.508 -2.364 1.490
C -5.805 -3.508 1.921
C -5.415 -4.403 3.082
Cl -4.129 -5.555 2.640
H -6.053 -4.089 1.030
H -6.675 -2.911 2.189
H -6.273 -4.996 3.398
H -5.069 -3.822 3.939
Cl -8.902 -1.130 1.818
C -10.197 -2.275 2.248
C -9.808 -3.169 3.408
Cl -8.520 -4.320 2.966
H -10.444 -2.857 1.358
H -11.071 -1.678 2.518
H -10.668 -3.763 3.724
H -9.463 -2.588 4.265
Cl -2.185 -2.113 -6.279
C -0.476 -2.269 -6.758
C 0.121 -3.594 -6.329
Cl 0.294 -3.713 -4.560
H 0.073 -1.425 -6.335
H -0.445 -2.184 -7.847
H 1.122 -3.703 -6.752
H -0.485 -4.436 -6.668
Cl 3.591 -0.197 7.750
C 2.979 1.199 8.673
C 2.715 2.401 7.789
Cl 4.218 3.105 7.143
H 3.702 1.429 9.458
H 2.050 0.879 9.150
H 2.222 3.185 8.367
H 2.071 2.146 6.945
Cl 7.958 4.238 2.099
C 7.255 5.815 1.663
C 5.748 5.831 1.816
Cl 4.940 4.797 0.611
H 7.558 6.050 0.641
H 7.702 6.556 2.330
H 5.371 6.845 1.666
H 5.440 5.498 2.808
Cl -0.582 -0.641 -10.161
C -0.862 1.032 -9.616
C -1.948 1.118 -8.562
Cl -3.559 0.744 -9.225
H -1.104 1.637 -10.492
H 0.083 1.392 -9.204
H -1.998 2.133 -8.163
H -1.758 0.435 -7.731

Calculated values
* orbital gap: 7.689 eV
* E_LUMO: -0.190 eV
* E_HOMO: -0.2896 hartree
* SMILES: C[C@H](F)c1ccc2nccnc2c1.ClCCCl.ClCCCl.ClCCCl.ClCCCl.ClCCCl.ClCCCl.ClCCCl.ClCCCl
* electronic energy: -8587.5500 Eh

=====

The following is a DFT calculation (ωB97M-V/def2-TZVPD) of a structure of composition C26H41F3KN2O3PS.

Atoms and positions in Å:
K -0.514 2.967 0.271
F 1.548 8.178 -0.323
C 2.731 7.633 -0.118
F 3.190 8.096 1.071
F 3.568 8.150 -1.055
C 2.776 6.121 -0.149
C 4.057 5.608 -0.228
C 4.280 4.240 -0.249
C 3.155 3.446 -0.197
N 1.910 3.909 -0.109
C 1.653 5.256 -0.060
S 0.005 5.772 0.122
H 4.896 6.291 -0.280
H 5.272 3.816 -0.314
H 3.257 2.362 -0.232
N -3.561 1.486 -2.298
C -4.638 2.412 -2.637
C -4.943 3.373 -1.508
O -5.838 4.164 -1.562
O -4.112 3.271 -0.455
H -2.786 1.540 -2.943
H -3.877 0.527 -2.270
H -3.538 2.509 -0.674
H -5.569 1.903 -2.886
H -4.380 3.031 -3.496
O -0.731 0.768 0.196
P -0.689 -0.750 0.342
C -0.975 -1.480 -1.307
C -0.974 -3.016 -1.541
C 0.286 -3.620 -2.172
C 0.849 -2.779 -3.310
C 1.085 -1.349 -2.842
C -0.231 -0.705 -2.419
C -2.119 -1.223 1.402
C -1.802 -1.336 2.905
C -1.214 -2.693 3.322
C -1.786 -3.856 2.495
C -3.175 -3.508 1.976
C -3.100 -2.353 0.969
C 0.887 -1.145 1.137
C 1.470 -2.556 1.021
C 2.573 -2.744 2.075
C 3.388 -1.454 2.282
C 3.382 -0.609 1.012
C 1.962 -0.110 0.697
H -2.024 -1.163 -1.378
H -1.809 -3.223 -2.219
H -1.208 -3.561 -0.626
H 0.043 -4.627 -2.518
H 1.063 -3.748 -1.420
H 0.142 -2.764 -4.149
H 1.769 -3.227 -3.689
H 1.545 -0.750 -3.628
H 1.794 -1.355 -2.004
H -0.883 -0.684 -3.301
H -0.095 0.332 -2.114
H -2.645 -0.274 1.270
H -2.749 -1.183 3.430
H -1.167 -0.513 3.238
H -1.441 -2.853 4.378
H -0.125 -2.682 3.254
H -1.798 -4.772 3.087
H -1.137 -4.070 1.639
H -3.816 -3.234 2.819
H -3.649 -4.370 1.504
H -4.090 -1.913 0.839
H -2.838 -2.764 -0.003
H 0.671 -0.964 2.194
H 1.903 -2.657 0.027
H 0.717 -3.339 1.113
H 3.232 -3.557 1.762
H 2.127 -3.060 3.021
H 4.407 -1.695 2.587
H 2.963 -0.866 3.101
H 3.768 -1.204 0.177
H 4.052 0.247 1.109
H 1.871 0.118 -0.368
H 1.778 0.834 1.211

Calculated values
* orbital gap: 6.371 eV
* E_LUMO: -0.228 eV
* E_HOMO: -0.2425 hartree
* electronic energy: -2989.7467 Eh